1.
DFT (wB97M-V/def2-TZVPD) results for a structure of composition C10H30FFeO5S5.

Each line ends with the Mulliken spin population.
CARTESIAN COORDINATES (ANGSTROEM)
Fe 27.16791 -14.46287 -29.58771  3.85
F 26.08515 -14.69602 -31.21773  0.07
C 29.33884 -10.57077 -30.49884  0.00
S 27.77849 -11.33678 -30.99768  0.01
O 27.56052 -12.34772 -29.87516  -0.01
C 26.68156 -9.95763 -30.56106  0.00
H 30.07267 -11.36877 -30.39184  0.00
H 29.20612 -10.09984 -29.52432  0.00
H 29.73186 -9.85896 -31.22418  0.00
H 26.65771 -9.94178 -29.47074  0.00
H 25.64871 -10.05983 -30.88774  0.00
H 27.10061 -9.03861 -30.97067  0.00
C 25.17859 -15.13509 -25.99948  0.00
S 24.43533 -14.60534 -27.60885  0.02
O 25.58199 -14.04776 -28.39848  0.01
C 24.06199 -16.30639 -28.21057  0.00
H 24.40761 -15.62384 -25.40416  0.00
H 25.56404 -14.28853 -25.43144  0.00
H 26.02663 -15.80196 -26.15758  0.00
H 23.23407 -16.76773 -27.67594  0.00
H 24.97948 -16.88602 -28.14012  0.00
H 23.81853 -16.23800 -29.27091  0.00
C 27.60232 -11.90261 -26.68666  0.00
S 28.55685 -13.45837 -26.56076  0.01
O 28.18861 -14.18337 -27.83423  0.00
C 30.22230 -12.86394 -26.87788  0.00
H 28.04879 -11.34235 -27.50592  0.00
H 27.52962 -11.47384 -25.68714  0.00
H 26.57235 -12.08395 -26.99480  0.00
H 30.09808 -12.11323 -27.66539  0.00
H 30.93773 -13.59561 -27.24233  0.00
H 30.69247 -12.28225 -26.08293  0.00
C 29.19721 -17.31341 -27.33874  0.00
S 27.72516 -17.78382 -28.30873  0.02
O 27.24717 -16.47058 -28.89026  -0.01
C 28.54639 -18.57849 -29.68951  0.00
H 29.77357 -18.20808 -27.09745  0.00
H 28.80107 -16.84132 -26.44119  0.00
H 29.87362 -16.62497 -27.84201  0.00
H 29.27567 -19.29615 -29.31487  0.00
H 29.03924 -17.84648 -30.32986  0.00
H 27.78444 -19.03127 -30.32300  0.00
C 30.37551 -15.46054 -32.59287  0.00
S 30.35784 -14.42874 -31.10825  0.01
O 29.07115 -14.72300 -30.37457  0.00
C 31.62711 -15.31547 -30.18299  0.00
H 31.31930 -15.45165 -33.13845  0.00
H 29.60871 -15.09507 -33.27510  0.00
H 30.14716 -16.49664 -32.34057  0.00
H 32.51770 -15.39074 -30.80842  0.00
H 31.28123 -16.30679 -29.88710  0.00
H 31.93857 -14.84750 -29.24956  0.00

Forces on atoms 1 to 2 (eV/Å):
-0.9 -0.1 -2.0
0.7 0.1 1.0

Its relative energy (zero: lowest compared OMol25 entry of this formula, charge and spin) is 26.5 kcal per mole. Its expectation value of S² is 6.01. As for the spin multiplicity: 5. As for the LUMO energy (spin up / spin down): -0.074 / -0.074 Eh. Its charge is +1. The HOMO energy (spin up / spin down) is -10.74 / -9.25 eV. The frontier orbital gap (spin up / spin down) is 8.7263 / 7.2324 eV.



2.
DFT (wB97M-V/def2-TZVPD) results for a structure of composition C10H30N6O5P2Pd.

Each line ends with the Löwdin charge.
CARTESIAN COORDINATES (ANGSTROEM)
Pd -0.63088 -0.89878 -1.45644  0.26
C 2.65246 -5.48038 -1.88890  -0.05
O 1.22851 -5.37967 -1.95260  -0.04
C 0.76823 -4.11061 -2.04458  -0.58
O 1.46788 -3.13599 -2.07260  0.09
N -0.59176 -4.15874 -2.15861  0.01
N -1.36955 -2.99994 -2.09656  -0.01
H 2.86773 -6.54216 -1.81739  0.09
H 3.03311 -4.95403 -1.01543  0.09
H 3.10698 -5.05931 -2.78419  0.09
H -1.03191 -5.05925 -2.06761  0.15
H -2.00274 -3.04363 -1.30637  0.08
H -1.88653 -2.87508 -2.95499  0.09
C 0.67034 -0.09606 3.56484  -0.11
N -0.62358 0.19923 2.96600  -0.30
C -1.28316 1.34571 3.56438  -0.11
P -0.80473 -0.09690 1.34067  0.44
O -0.13660 -1.37033 1.01823  -0.30
O -0.18247 1.25597 0.69326  -0.30
P 0.23776 1.71004 -0.80892  0.45
O -0.66907 1.34635 -1.92564  -0.33
N 0.28602 3.33710 -0.50861  -0.31
C -0.14667 4.05309 0.67076  -0.10
C 0.64263 4.19160 -1.62936  -0.10
N 1.80912 1.30783 -1.06848  -0.30
C 2.18615 0.18875 -1.92898  -0.11
C 2.76878 1.58342 -0.01171  -0.10
N -2.42497 0.04655 1.07195  -0.31
C -3.03464 1.12369 0.30451  -0.10
C -3.17932 -1.19856 1.03298  -0.11
H 0.53797 -0.28633 4.63200  0.08
H 1.37360 0.74012 3.45311  0.08
H 1.09371 -0.98141 3.09817  0.07
H -1.42797 1.16719 4.63214  0.08
H -2.25895 1.49613 3.10748  0.07
H -0.69203 2.26507 3.45548  0.07
H -0.33564 3.36929 1.49135  0.05
H -1.06124 4.62551 0.47560  0.09
H 0.62804 4.76151 0.98314  0.09
H 0.93010 3.59000 -2.48936  0.08
H 1.48382 4.84016 -1.36432  0.08
H -0.20209 4.82199 -1.92417  0.09
H 1.43668 0.04594 -2.70548  0.06
H 2.27494 -0.74300 -1.36962  0.07
H 3.14566 0.42471 -2.39785  0.08
H 2.48128 2.48003 0.53645  0.07
H 3.75316 1.75021 -0.45346  0.08
H 2.84309 0.74584 0.69149  0.09
H -2.52464 2.06684 0.48995  0.07
H -4.07208 1.23015 0.63005  0.09
H -3.00338 0.91963 -0.76958  0.07
H -2.64298 -1.98338 1.56307  0.08
H -3.33496 -1.52107 -0.00319  0.07
H -4.15318 -1.05505 1.50796  0.08

Forces on atoms 1 to 2 (eV/Å):
-0.2 0.0 -0.5
0.0 0.0 0.0

Its relative energy (zero: lowest compared OMol25 entry of this formula, charge and spin) is 0.0 kcal per mole. As for the spin multiplicity: 1. As for the LUMO energy: 0.026 Eh. The HOMO energy is -5.86 eV. The frontier orbital gap is 6.5745 eV.



3.
DFT (wB97M-V/def2-TZVPD) results for a structure of composition C10H30NaO5S5.

Each line ends with the Mulliken spin population.
CARTESIAN COORDINATES (ANGSTROEM)
Na 0.26331 -0.22744 -0.28644  -0.01
C 3.31329 -1.31282 -3.47655  0.00
S 2.83905 -0.18899 -2.04475  0.00
O 2.18440 -1.10351 -0.97774  0.00
C 4.61439 0.21043 -1.60884  0.00
H 3.83053 -2.20447 -3.12229  0.00
H 3.87383 -0.63778 -4.12325  0.00
H 2.41094 -1.63151 -3.99837  0.00
H 5.15629 0.90111 -2.25491  0.00
H 5.29787 -0.61380 -1.40489  0.00
H 4.48939 0.73907 -0.66384  0.00
C 1.81411 4.09454 1.89051  0.00
S 2.34782 2.77897 0.71646  0.00
O 1.21926 1.76969 0.49336  0.01
C 2.60231 3.96110 -0.69064  0.00
H 2.56210 4.86265 2.08707  0.00
H 1.56540 3.64647 2.85253  0.00
H 0.95615 4.74400 1.71672  0.00
H 3.04997 3.41624 -1.52180  0.00
H 3.16153 4.84880 -0.39505  0.00
H 1.66700 4.31236 -1.12643  0.00
C -2.24040 -0.90495 -3.78718  0.00
S -1.81405 -2.27103 -2.73675  0.02
O -0.68589 -1.70520 -1.87424  0.07
C -3.34597 -2.21665 -1.75072  0.01
H -2.47432 -0.07916 -3.11529  0.00
H -3.11539 -1.23649 -4.34626  0.00
H -1.46369 -0.59272 -4.48529  0.00
H -3.08044 -3.01100 -1.05314  0.00
H -4.18726 -2.42826 -2.41068  0.00
H -3.30548 -1.28346 -1.18892  0.00
C -2.25367 0.72453 2.69670  0.06
S -2.21554 1.50516 1.05267  0.31
O -1.85731 0.55361 -0.04787  0.44
C -3.98695 2.12163 0.83769  0.05
H -1.21831 0.42747 2.86371  0.00
H -3.01324 -0.04216 2.54391  0.02
H -2.58897 1.38464 3.49665  0.00
H -4.21968 2.96271 1.49078  0.00
H -4.70896 1.30623 0.79381  0.01
H -4.05748 2.61222 -0.13311  0.00
C -1.38449 -2.41919 3.62999  0.00
S -0.71159 -2.77117 1.98161  0.00
O -0.04646 -1.49067 1.57478  0.00
C 0.60459 -3.94959 2.45351  0.00
H -2.40588 -2.04781 3.54660  0.00
H -0.73857 -1.66654 4.08211  0.00
H -1.29128 -3.26913 4.30603  0.00
H 1.17792 -3.68729 3.34266  0.00
H 1.31918 -3.98418 1.63115  0.00
H 0.09045 -4.90643 2.54416  0.00

Forces on atoms 1 to 2 (eV/Å):
0.6 -0.5 -0.1
-0.9 0.9 0.6

Its expectation value of S² is 0.76. As for the spin multiplicity: 2. As for the LUMO energy (spin up / spin down): -0.193 / -0.391 Eh. Its charge is +2. The HOMO energy (spin up / spin down) is -14.03 / -14.02 eV. The frontier orbital gap (spin up / spin down) is 8.7765 / 3.3792 eV.



4.
DFT (wB97M-V/def2-TZVPD) results for a cluster of 5 separate species, C10H30O10 in total.

Each line ends with the Löwdin charge.
CARTESIAN COORDINATES (ANGSTROEM)
O 13.23874 2.58765 26.87452  -0.05
C 14.21654 1.61192 26.55674  -0.27
C 14.00776 0.27879 27.22411  -0.23
O 14.28306 0.26564 28.64162  -0.07
H 13.69558 3.41106 27.05877  0.08
H 14.27140 1.47028 25.47078  0.10
H 15.24296 1.91611 26.80310  0.11
H 14.59246 -0.49658 26.73158  0.12
H 12.96288 -0.04882 27.14830  0.12
H 13.47455 0.60504 29.03603  0.08
O 16.63826 1.02665 24.34825  -0.08
C 16.61222 0.52797 23.02285  -0.25
C 15.63574 1.25539 22.11662  -0.22
O 16.07000 2.60168 21.86871  -0.09
H 16.65197 2.00453 24.28546  0.04
H 17.61601 0.70209 22.59483  0.11
H 16.43955 -0.54681 22.96299  0.12
H 14.66487 1.27985 22.63108  0.12
H 15.52750 0.78668 21.13173  0.12
H 15.29405 3.09378 21.57269  0.04
O 21.00774 -0.29915 21.03004  -0.06
C 20.27964 -1.25853 21.79535  -0.26
C 20.56678 -2.67313 21.31592  -0.24
O 19.88455 -3.58408 22.17124  -0.07
H 21.94137 -0.46353 21.19349  0.08
H 20.48303 -1.17368 22.87263  0.12
H 19.21657 -1.04873 21.71200  0.11
H 21.58906 -3.02012 21.16651  0.12
H 20.08275 -2.68376 20.33340  0.12
H 19.85815 -3.30922 23.08864  0.08
O 17.48461 3.67020 24.43700  -0.08
C 16.87567 4.38540 25.51111  -0.21
C 17.37420 5.81088 25.51880  -0.21
O 17.13291 6.35338 24.21403  -0.08
H 17.52043 4.23000 23.65316  0.09
H 15.80508 4.34808 25.27233  0.10
H 17.02605 3.90189 26.47286  0.13
H 18.44293 5.86281 25.74346  0.13
H 16.87807 6.41657 26.28485  0.13
H 17.69838 7.12436 24.10906  0.11
O 14.17243 6.60141 24.42856  -0.07
C 13.54002 6.17099 23.22305  -0.22
C 14.38970 5.08824 22.56847  -0.23
O 13.62800 4.20205 21.73284  -0.07
H 15.12333 6.55478 24.28979  0.03
H 12.52523 5.83541 23.42804  0.12
H 13.46012 7.04484 22.55466  0.12
H 14.74355 4.40822 23.34831  0.11
H 15.26378 5.51207 22.06330  0.13
H 13.27082 4.67550 20.97343  0.10

Forces on atoms 1 to 2 (eV/Å):
0.1 -0.1 0.4
1.0 -0.3 -0.6

Its relative energy (zero: lowest compared OMol25 entry of this formula, charge and spin) is 18.2 kcal per mole. As for the spin multiplicity: 1. As for the LUMO energy: 0.011 Eh. As for the structure (SMILES): OCCO.OCCO.OCCO.OCCO.OCCO. The HOMO energy is -9.61 eV. The frontier orbital gap is 9.8993 eV.